(1)
Below is C25H27N5O2 in the gas phase at a distorted geometry, with properties calculated with ωB97M-V with the def2-TZVPD basis set.

As for the HOMO energy: -8.49 eV. The calculation puts the LUMO energy at 0.0079 hartree. The multiplicity is 1. The energy relative to the best compared isomer or geometry (same formula, charge and spin) comes out at 38.87 kcal per mole. The SMILES is Cc1ccccc1CCNC(=O)CCn1nc(C)c2c(C)n(-c3ccccc3)nc2c1=O. As for the total charge: 0.

```
59
Properties=species:S:1:pos:R:3:nbo_charge:R:1
H -1.5555 1.1143 2.4206 0.2257
C -5.1388 -0.7306 -1.0420 -0.0244
H 5.0893 2.6923 0.2703 0.2289
H 5.7753 -3.9049 -1.0011 0.2212
H 1.0825 4.8370 -0.4668 0.2426
H -5.8541 0.8518 -2.2819 0.2072
H 2.3012 4.1499 -1.5497 0.2173
H 6.0214 0.5419 1.1210 0.2211
C -2.3911 1.4359 1.7968 -0.5095
H -2.7358 2.4065 2.1507 0.2343
C -2.8064 -0.5498 -2.5695 -0.2350
C 4.6965 2.1660 -0.6007 -0.6573
H -4.9726 -3.2231 0.2702 0.2165
H -7.2197 -0.3148 -0.7983 0.2138
H -1.8985 -0.4856 -3.1519 0.2109
H -6.6783 -1.7743 0.0406 0.2084
C -4.0508 -1.9434 1.7340 -0.2213
C 2.1922 1.5980 -0.1309 -0.1936
H -3.2066 -3.2358 0.2356 0.2088
C -4.0830 -2.5930 0.3392 -0.4512
H -6.2616 -0.1773 0.6740 0.2563
O -0.4913 -0.7658 0.6191 -0.6455
C -5.0222 0.1937 -2.0743 -0.2133
C 3.5484 1.3008 -0.2311 0.1996
H 3.7885 -2.4225 -0.9880 0.2418
H 7.8862 -3.1354 0.0211 0.2186
N 3.6466 -0.0328 0.0080 -0.1673
C -1.9385 1.5195 0.3280 -0.2165
H -2.1722 -1.0147 1.4602 0.4365
H -3.7676 -2.6987 2.4754 0.1948
N -0.4933 1.4627 0.1910 -0.2294
H 5.4979 1.5745 -1.0392 0.2392
C 5.9764 -0.4143 0.6242 -0.2449
H -2.2567 2.4578 -0.1246 0.2330
H 7.9985 -0.9146 1.0853 0.2195
N -3.1196 -0.8440 1.7891 -0.6415
C -3.8722 0.2915 -2.8349 -0.2155
N 0.0844 2.6392 -0.0803 -0.2301
H 4.3745 2.9124 -1.3228 0.2368
H 2.6796 4.3795 0.1612 0.2166
C 1.5715 0.3516 0.1660 0.1004
C 0.1379 0.2477 0.3507 0.6096
C 1.8912 4.1164 -0.5411 -0.6366
H -2.3572 0.6871 -0.2439 0.2369
C 7.0837 -1.2445 0.6166 -0.2016
C 5.8338 -2.9252 -0.5522 -0.1964
O -4.6662 0.7520 2.2167 -0.6506
N 2.4713 -0.6149 0.2348 -0.2348
C 7.0182 -2.4940 0.0237 -0.2034
C -2.9080 -1.4733 -1.5447 -0.2248
H -5.0271 -1.5384 2.0042 0.2290
C -3.5241 0.4257 1.9525 0.6902
C 4.7997 -0.8393 0.0196 0.2032
C -6.4009 -0.7600 -0.2374 -0.6520
H -3.8087 1.0196 -3.6306 0.2102
C 1.3588 2.7535 -0.2426 0.2116
H -2.0682 -2.1178 -1.3277 0.2163
C -4.0610 -1.5792 -0.7736 0.0591
C 4.7233 -2.1031 -0.5556 -0.2193
```

---

(2)
Below is a molecular structure, C63H43BCdN9O5PS, with properties calculated with ωB97M-V with the def2-TZVPD basis set.

As for the HOMO energy: -1.17 eV. The calculation puts the LUMO energy at 0.1419 hartree. The multiplicity is 1. The energy relative to the best compared isomer or geometry (same formula, charge and spin) comes out at 111.51 kcal per mole. As for the total charge: -2.

```
124
Properties=species:S:1:pos:R:3:lowdin_charge:R:1
C -1.4458 4.6952 5.5606 -0.1146
C 1.6288 -5.6805 3.1863 -0.1014
H -0.3073 -6.1499 0.4489 0.1021
N 0.3909 2.2417 -3.4500 0.2235
H -2.8529 -1.0742 1.3228 0.0830
C 3.2199 4.0604 -1.0417 -0.0435
N -1.8756 3.2013 -0.8158 0.1475
C -0.2516 2.6322 5.1261 -0.0332
H -0.8619 6.9257 -0.1916 0.1007
H -1.4777 -1.9227 1.0151 0.0524
H -6.0292 -2.0557 -4.5039 0.1107
B -3.2549 -0.3458 -2.0032 -0.7296
H 5.2968 4.2884 1.6446 0.0747
H 3.5776 -2.6608 1.3775 0.1067
C -1.4944 1.2247 -4.7698 -0.0727
N -2.3136 0.6155 -1.7814 0.1173
H 0.9229 -1.8609 5.0805 0.0942
C 0.2426 4.4426 -2.2163 -0.0975
C -2.2886 -0.8461 5.1836 -0.0962
H -0.4935 3.5132 7.0711 0.0862
H 2.0743 -6.5607 -3.0073 0.1009
C 1.1237 2.4899 -1.0382 -0.1685
H 2.1219 0.1302 4.2573 0.0764
C -5.7853 -2.3797 -3.5009 -0.0053
H -4.8342 -3.5242 0.1215 0.1113
N 0.6924 1.6240 -0.0925 -0.0055
H 5.3889 -5.4284 -2.8525 0.0741
C 0.3236 7.2023 -1.9715 -0.1099
C -1.3393 4.2582 -0.3075 -0.3063
C -1.7438 4.8422 4.2057 -0.0346
C 5.2971 -0.8536 3.6565 -0.1089
H 0.8339 -7.4376 2.2399 0.0903
O -3.5646 -1.2957 -0.9534 0.1123
H -4.6257 2.3502 -4.0134 0.1145
C 0.8858 5.1970 -3.1788 -0.0548
N -1.2902 2.7559 -1.9439 -0.0213
O -0.9134 -1.9578 -3.4211 -0.2922
H 3.7178 2.6208 2.5640 0.0928
C -4.5050 -2.1201 -1.4633 -0.2167
H -0.8377 -1.3136 6.7013 0.0932
C -1.6017 0.9237 -6.1087 -0.0148
C 4.4559 3.9449 1.0522 -0.1398
C 0.2566 -5.6399 1.2194 -0.0797
C -0.2264 2.0211 2.5351 -0.3455
C 1.0672 -3.5664 2.1616 -0.3490
C 0.9981 -4.7454 -2.6226 -0.0582
C -0.7155 3.6033 6.0136 -0.1117
H 3.1049 4.4734 -2.0344 0.0886
H 4.3390 -2.9477 -3.2851 0.1101
C -0.5896 2.7554 3.7950 -0.0862
C -2.5667 1.7005 -4.0089 -0.0574
P 1.0374 -1.7174 2.0591 1.1285
C 4.2685 4.4610 -0.2569 -0.1324
H -4.8552 1.8652 -6.4424 0.0891
C 2.2752 -2.7171 -2.7803 -0.0411
C -0.2594 -1.4494 3.3489 -0.3003
C 1.0713 -3.3669 -2.5400 -0.2594
H 2.2925 -3.7839 3.9150 0.1005
C -0.0481 -1.5519 4.7222 -0.0972
H 0.3717 8.2802 -1.8699 0.0854
H 4.3771 -6.7073 -3.5270 0.0649
H -3.0680 -0.5727 5.8833 0.0972
H -3.5246 -0.5219 3.4612 0.1121
N -1.1032 2.3907 1.5666 0.0626
H -0.7793 0.5247 -6.6864 0.1054
H 4.9346 -5.3825 -4.5511 0.0737
Cd -0.9647 0.3027 -0.1287 1.4393
C 2.1323 -5.4790 -2.9514 -0.0533
H -7.1509 -4.0377 -3.4656 0.0850
N 0.9313 1.4497 2.3351 0.1439
C 2.9310 -0.4408 3.8375 -0.1062
C -0.3613 6.4520 -1.0261 -0.0319
C 0.9277 6.5806 -3.0568 -0.1090
C -2.5453 -0.8087 3.8257 -0.0349
H -0.1268 -3.7167 0.3741 0.0579
C 1.7124 -4.2982 3.1590 -0.0986
H -3.0040 0.9347 -7.7317 0.0877
H 4.9701 5.1948 -0.6396 0.0776
H 2.3214 -1.6404 -2.6861 0.1192
C -1.8061 1.6154 -2.6487 -0.3384
N -1.8620 -1.1307 1.5268 0.0417
C 5.0549 -1.7379 2.6163 -0.0959
C 1.4346 1.6992 1.0223 -0.3332
S -0.3827 -2.4064 -2.1517 0.4304
H 1.4529 7.1728 -3.7974 0.0868
C -1.3360 3.8502 3.3407 -0.0936
C 4.5765 -5.6360 -3.5511 -0.0678
C 3.5853 3.0216 1.5655 -0.0527
N -1.6447 4.6413 1.0092 0.1573
C 3.3980 -3.4569 -3.1076 -0.0458
O -4.1100 -0.6286 -3.1096 0.1835
H 0.3410 1.7978 5.4744 0.0971
C 2.2988 3.1052 -0.5477 -0.1162
C -1.4668 3.6676 1.8540 -0.3153
H -6.5619 -4.7554 -1.1939 0.0861
H 0.0559 -5.2332 -2.4120 0.1082
H 6.3115 -0.6560 3.9802 0.0908
H 1.3722 4.6878 -4.0013 0.1058
C -2.8494 1.1619 -6.6832 -0.0994
C -4.8372 -1.7139 -2.7598 -0.2016
C -3.9079 1.6908 -5.9451 -0.0954
C 4.2316 -0.2039 4.2589 -0.0940
C 0.8959 -6.3564 2.2177 -0.1083
C -3.7882 1.9725 -4.5853 -0.0175
C -6.0733 -3.8900 -1.6247 -0.1218
H 5.8793 -2.2258 2.1115 0.0948
H -2.2815 5.7059 3.8354 0.1037
C 0.3492 -4.2542 1.1869 -0.0869
H 4.4113 0.5177 5.0469 0.0976
C -5.1085 -3.2074 -0.8754 -0.0045
C -6.4051 -3.4850 -2.9073 -0.1236
C 2.5103 2.5754 0.7741 -0.1263
C -1.0413 -1.2482 5.6399 -0.1050
C 3.7554 -1.9792 2.2016 -0.1124
C 3.3432 -4.8470 -3.1991 -0.2918
C 0.1858 2.9278 -2.1601 -0.2894
C -0.5986 1.4656 -3.6096 -0.1229
O -1.2518 -3.3012 -1.3981 -0.3468
O 0.1793 -1.3277 -1.3179 -0.4546
C -0.4305 5.0688 -1.1458 -0.0809
H -1.7786 5.4444 6.2697 0.0848
C 2.6714 -1.3516 2.8176 -0.3724
C -1.5498 -1.1331 2.9067 -0.3208
H 2.1393 -6.2341 3.9662 0.0924
```

---

(3)
Below is C33H28BrCl2N3O4 in the gas phase, with properties calculated with ωB97M-V with the def2-TZVPD basis set.

As for the HOMO energy: -8.85 eV. The calculation puts the LUMO energy at 0.0134 hartree. The multiplicity is 1. The SMILES is O=C1[C@H]2[C@@H](c3ccc(Cl)cc3)N3C(=O)N(c4cccc(Br)c4)C(=O)[C@@]3(Cc3ccc(Cl)cc3)[C@H]2C(=O)N1C1CCCCC1. As for the total charge: 0.

```
71
Properties=species:S:1:pos:R:3:nbo_charge:R:1
H 0.7998 4.6216 1.8234 0.2275
H 1.9742 -1.8222 2.8016 0.2331
C -3.2494 -0.3632 1.5812 -0.2528
H -2.3734 -3.2199 -0.0210 0.2505
C 4.2835 -0.7544 2.1008 -0.2175
Cl 1.4751 6.4538 -0.2386 0.0050
C 2.2163 2.6550 -1.1682 -0.1831
H 2.0975 -3.2793 1.8098 0.2516
N -1.0410 -1.1986 1.0289 -0.5283
H 2.9163 0.3000 0.5429 0.2440
C -3.6616 -0.1010 -3.1379 -0.3950
C -5.2047 -1.6212 0.9191 -0.2304
H -4.4212 -0.1777 -5.1558 0.2082
H -1.8458 0.9658 -2.6791 0.2256
N 0.9660 -0.2016 0.9250 -0.4666
C -2.4469 -1.3459 1.0171 0.2207
C -2.3202 0.0179 -2.4222 -0.4136
O -0.9448 1.0608 0.5532 -0.5781
C 2.1226 4.0334 -1.2329 -0.2369
Br -5.7330 0.8251 2.2782 0.0609
H 0.9841 2.1764 1.9356 0.2172
C 1.7743 1.9683 -0.0452 0.0288
C 1.5989 4.7338 -0.1598 -0.0238
H -1.8771 -2.0901 -2.5834 0.2312
H 6.0570 0.4338 2.2798 0.2325
C 2.2462 -2.1965 1.8121 -0.4279
Cl 7.9836 -0.8518 0.6352 0.0169
C -4.6227 -0.5161 1.5162 -0.0738
H -4.3095 0.7219 -2.8329 0.2156
H 6.3590 -3.0204 -0.2137 0.2312
H 3.7147 -0.1286 2.7733 0.2237
C 1.9392 0.4772 0.0712 -0.0631
C 0.7304 -0.0420 -2.1250 0.7196
N -0.1490 -1.1054 -2.1230 -0.4799
H -2.8129 0.5077 2.0423 0.2485
H 2.4538 4.5595 -2.1139 0.2278
H 2.6296 2.1235 -2.0090 0.2215
O -0.3780 -3.3572 1.5005 -0.5367
H 4.0250 -3.5932 0.2946 0.2096
C 1.2917 2.6918 1.0396 -0.1764
C -2.5246 -1.2006 -5.0843 -0.3955
C 6.3388 -1.2471 0.9836 -0.0437
H -6.2786 -1.7173 0.8845 0.2296
C 1.2192 -1.6294 0.8192 0.0698
C -3.4595 -0.0757 -4.6500 -0.3971
C -1.1839 -1.0923 -4.3634 -0.4033
C -0.1481 -2.2352 1.1521 0.7124
C -4.3861 -2.5943 0.3719 -0.1931
H -0.6971 -0.1515 -4.6250 0.2191
H -2.4671 -0.0004 -1.3408 0.2226
H 2.8361 -0.3338 -1.7628 0.2565
O -0.2236 -3.2833 -1.4364 -0.5679
H -2.9825 -2.1652 -4.8529 0.1942
H -0.5289 -1.9157 -4.6583 0.2080
H 2.3610 -2.5433 -0.8338 0.2610
C 1.8993 -0.3973 -1.2090 -0.3322
C 5.7710 -2.3813 0.4257 -0.2417
H -4.1471 -1.0361 -2.8465 0.1932
C 5.6018 -0.4352 1.8323 -0.2126
H -4.8271 -3.4609 -0.0955 0.2233
C 3.6846 -1.8734 1.5287 -0.0460
C 1.1909 4.0682 0.9847 -0.2381
O 0.5952 0.9592 -2.7711 -0.5579
C -0.3857 0.0272 0.7884 0.8129
C 0.3137 -2.2075 -1.4457 0.7152
C 4.4516 -2.6897 0.7055 -0.1502
H -3.0273 0.8845 -4.9381 0.1978
C -3.0098 -2.4642 0.4111 -0.2334
H -2.3628 -1.1563 -6.1625 0.2117
C -1.4141 -1.1329 -2.8535 -0.0581
C 1.5740 -1.8058 -0.6931 -0.3236
```

---

(4)
Below is 2 unconnected molecules or ions with the total composition C4H7NO at a distorted geometry, with properties calculated with ωB97M-V with the def2-TZVPD basis set.

As for the HOMO energy (alpha / beta): -8.21 / -8.88 eV. The calculation puts the LUMO energy (alpha / beta) at -0.0013 / -0.0074 hartree. The multiplicity is 1. The energy relative to the best compared isomer or geometry (same formula, charge and spin) comes out at 189.25 kcal per mole. As for the total charge: 0.

```
13
Properties=species:S:1:pos:R:3:nbo_charge:R:1
O -0.8965 -1.9798 -1.1795 -0.3218
H -0.7929 -2.0781 0.7390 0.3260
C 0.1399 1.4230 -1.3301 -0.3982
C 0.3364 0.5091 -0.0537 -0.0981
H -0.6946 2.0748 -1.1005 0.1849
H 0.9002 1.6431 -2.0595 0.1988
C 1.0886 0.6572 1.2378 -0.6375
H 2.0213 1.2250 1.0656 0.2323
H 0.4604 1.2477 1.8775 0.2260
C -0.1848 -0.0378 -1.0365 0.1548
H -2.3095 -2.0603 0.1899 0.3247
N -1.3686 -2.3740 0.0089 -0.4136
H 1.3001 -0.2499 1.6412 0.2217
```